Molecular formula: C14H13Br2NS2
Method: DFT, ωB97M-V/def2-TZVPD

Positions of all 32 atoms, in Å:
1 S -0.8321 2.7835 0.5306
2 C -1.0778 1.3566 1.5430
3 C -1.6060 1.4372 2.8299
4 C -1.7827 0.2784 3.5686
5 C -1.4494 -0.9577 3.0367
6 C -0.9049 -1.0573 1.7579
7 C -0.7188 0.1096 1.0216
8 S 0.0151 0.0409 -0.5967
9 C -0.4257 -1.6099 -1.0716
10 C -0.5237 -1.8978 -2.4300
11 C -0.8234 -3.1892 -2.8339
12 C -1.0545 -4.1834 -1.8878
13 C -0.9720 -3.8705 -0.5366
14 C -0.6450 -2.5861 -0.1079
15 N -0.5405 -2.3540 1.2921
16 H -0.6411 3.7276 1.4632
17 H -1.8719 2.4024 3.2275
18 H -2.1866 0.3271 4.5667
19 H -1.5963 -1.8644 3.5997
20 H -0.3523 -1.1318 -3.1690
21 H -0.8913 -3.4514 -3.8773
22 H -1.2946 -5.1920 -2.1806
23 H -1.1529 -4.6366 0.2030
24 H 0.3734 -2.6044 1.6505
25 Br 3.2604 5.6757 -1.0120
26 C 3.1004 4.0050 -1.9985
27 C 2.4820 2.9195 -1.1604
28 Br 3.7344 2.2083 0.1472
29 H 4.0967 3.7509 -2.3448
30 H 2.4650 4.2318 -2.8518
31 H 2.1989 2.0712 -1.7793
32 H 1.6170 3.2608 -0.5998

Output
ΔE to the lowest compared entry with this formula, charge and spin	0.00	kcal/mol
LUMO	0.57	eV
DFT total energy	-6540.4545	hartree
gap between HOMO and LUMO	0.316	Eh
structure (SMILES)	Sc1cccc2c1Sc1ccccc1N2.BrCCBr